ORCA calculation (ωB97M-V with the def2-TZVPD basis set) on a structure of composition C40H50InN8O4PS3 in a non-equilibrium geometry.

Properties
- Frontier orbital gap: 6.8 eV
- Energy: -109370.9632 eV
- Total charge: 0

Geometry as XYZ:
```
107
Properties=species:S:1:pos:R:3:forces:R:3
In -0.6293 1.3981 0.1213 -0.117 -1.076 0.027
O 3.6206 2.5669 3.4981 0.138 -0.179 -0.350
C 4.2001 2.6032 2.2718 -0.598 0.303 -0.253
C 5.5354 3.0503 2.2271 -0.467 -0.466 0.374
C 6.2095 3.0604 1.0092 1.082 0.921 0.797
C 5.5743 2.7488 -0.1867 -2.008 -0.462 0.579
C 4.2045 2.3901 -0.1755 0.423 0.140 1.877
C 3.4753 2.3106 1.0700 2.222 0.536 0.037
C 2.0327 2.0636 1.1037 -0.106 -0.433 -0.721
O 1.4888 1.9304 -0.0487 -0.504 0.084 0.186
N 1.4187 2.0177 2.2738 -0.215 -0.464 -0.284
N 0.0285 1.9633 2.1474 -1.387 0.699 3.289
C -0.6508 1.9873 3.3059 1.816 -0.475 -1.388
S -2.3002 2.5194 3.4410 0.191 -0.190 -1.659
C -2.3762 2.7227 5.2019 0.420 -0.233 0.352
C -1.0304 2.4540 5.9014 -0.442 -0.203 0.452
S 0.0229 1.4316 4.8837 0.353 0.344 -1.255
H 2.6710 2.2698 3.4108 0.413 0.257 -0.250
H 5.9396 3.3532 3.2220 0.031 -0.304 -1.164
H 7.2719 3.4182 1.0145 -1.070 -0.456 -0.149
H 6.0653 2.8283 -1.1254 0.489 -0.030 -0.537
H 3.6916 2.1550 -1.0932 -0.135 0.014 -0.093
H -3.1439 2.0279 5.5272 -0.156 0.317 0.398
H -2.6229 3.7738 5.2947 -0.473 -0.057 0.580
H -1.1818 1.9212 6.8532 -0.047 0.099 -0.377
H -0.5196 3.3725 6.1561 0.095 0.272 -0.177
O -3.2102 -0.2410 0.5781 -1.463 0.563 -0.532
S -4.0292 0.9195 0.2238 2.395 -0.847 1.515
O -5.0712 1.3023 1.1584 0.367 -0.037 -0.912
N -2.8157 2.0480 0.0722 -0.430 -0.730 -0.570
C -3.0856 3.3348 -0.3401 -1.381 0.462 1.165
C -4.3738 3.9458 -0.1775 0.904 -0.574 -0.218
C -4.5819 5.2387 -0.6995 1.172 -0.645 0.199
C -3.5517 5.9309 -1.2917 -0.003 1.004 -0.812
C -2.2159 5.4657 -1.2863 -0.241 -2.929 0.344
C -1.1079 6.1440 -1.8040 0.557 -1.076 0.493
C 0.1303 5.5239 -1.8513 0.202 0.893 0.809
C 0.3251 4.2760 -1.2030 -1.757 0.762 -1.710
N -0.7073 3.5684 -0.7651 -0.069 -0.301 -0.028
C -1.9658 4.0800 -0.8225 -0.694 2.538 -0.227
C -4.7613 0.6773 -1.3884 -1.267 0.554 -0.263
C -4.5645 1.5873 -2.4142 1.145 0.615 -0.224
C -5.2468 1.5047 -3.6267 -0.233 0.235 0.600
C -6.2528 0.5470 -3.7515 1.768 -0.200 0.012
C -6.3872 -0.4484 -2.7843 -1.011 0.487 -0.513
C -5.7609 -0.2916 -1.5722 0.769 -0.626 1.045
H -5.2085 3.3572 0.2936 1.122 0.796 -0.544
H -5.5212 5.7266 -0.5948 -0.767 0.059 -0.168
H -3.7911 6.8199 -1.9162 0.316 -0.363 0.935
H -1.2865 7.1567 -2.0388 0.219 1.034 -0.788
H 1.0197 6.0644 -2.2286 -0.701 -0.439 0.223
H 1.2854 3.8431 -1.2875 0.730 -0.693 0.606
H -3.8596 2.4212 -2.2908 -0.253 -0.683 -0.143
H -4.9562 2.2395 -4.3932 -0.620 -0.489 0.261
H -6.7861 0.4877 -4.6566 -0.681 -0.143 -0.962
H -7.0699 -1.2856 -2.9936 0.259 0.515 0.437
H -6.0353 -0.9484 -0.7517 0.297 -0.078 -0.069
N -0.1417 -0.5824 0.2136 0.251 -0.844 -0.333
P 0.6387 -1.8965 -0.0590 0.561 0.808 -1.039
N 1.7096 -2.3211 1.1943 0.655 -0.869 -0.454
C 1.5886 -1.8204 2.5545 -0.483 0.593 0.405
C 1.9915 -2.8139 3.6842 -0.325 0.387 -0.263
C 3.3103 -3.5261 3.4209 -0.130 -0.818 -0.101
C 3.3456 -4.0853 1.9679 0.927 0.705 0.295
C 3.0118 -2.9925 0.9322 -1.131 0.130 0.868
N 1.6444 -1.9890 -1.5284 -0.132 -0.669 -0.254
C 1.1287 -2.3888 -2.8846 -0.692 -0.194 1.420
C 2.1700 -3.1631 -3.6992 -0.028 -1.011 0.343
C 3.4648 -2.3845 -3.9618 -0.358 1.236 1.578
C 3.8891 -1.6401 -2.6151 0.419 -0.612 0.228
C 2.7543 -1.0474 -1.8050 -1.712 0.896 0.909
N -0.3106 -3.2694 -0.2597 -1.468 0.163 -0.197
C -1.7604 -3.1908 0.0519 0.205 -0.176 -0.711
C -2.5550 -3.7533 -1.1469 -0.880 -0.200 0.109
C -2.1949 -5.2377 -1.4446 0.432 0.136 0.636
C -0.6796 -5.4276 -1.5455 0.228 -0.007 0.869
C 0.0889 -4.6684 -0.4150 0.057 0.037 0.132
H 0.5295 -1.5616 2.7079 0.351 0.152 -0.004
H 2.1720 -0.8855 2.6724 -0.064 -0.196 -0.004
H 1.1995 -3.5681 3.7760 0.057 0.087 -0.023
H 2.0265 -2.2515 4.6461 -0.069 -0.316 -0.641
H 3.3924 -4.3928 4.1043 0.072 0.434 -0.121
H 4.1711 -2.8667 3.6507 -0.349 -0.245 -0.460
H 2.7535 -4.9967 1.8142 -0.429 0.443 0.263
H 4.3715 -4.4421 1.7911 -0.087 0.238 -0.160
H 2.9343 -3.4511 -0.0348 0.344 0.078 -0.572
H 3.7295 -2.1729 0.9584 0.737 -0.273 -0.153
H 0.8537 -1.4551 -3.4020 -0.136 -0.206 -0.129
H 0.2185 -3.0282 -2.7568 0.719 0.691 -0.118
H 1.6823 -3.4640 -4.6444 0.281 0.068 0.257
H 2.3816 -4.1125 -3.1308 -0.067 0.785 -0.504
H 3.2844 -1.6509 -4.7638 0.026 0.005 0.354
H 4.2899 -2.9953 -4.2975 0.109 -0.373 -0.059
H 4.5954 -0.8118 -2.7902 -0.107 -0.370 -0.220
H 4.3868 -2.3077 -1.8684 -0.093 -0.023 -0.998
H 2.3054 -0.1758 -2.3467 0.332 -0.274 0.259
H 3.0807 -0.6575 -0.8197 0.235 -0.094 -0.594
H -2.0423 -2.1487 0.2689 0.148 -0.529 -0.060
H -1.9559 -3.8412 0.9168 -0.009 0.216 0.157
H -2.3951 -3.0434 -1.9858 -0.051 -0.669 0.156
H -3.6503 -3.7734 -0.9238 0.695 0.426 -0.059
H -2.6798 -5.6500 -2.3475 0.047 0.340 0.385
H -2.5146 -5.8669 -0.5793 -0.153 0.524 -0.481
H -0.3638 -5.1448 -2.5422 0.412 0.130 -0.155
H -0.4324 -6.4877 -1.3639 -0.037 0.245 -0.440
H 1.1722 -4.6951 -0.6036 -0.304 -0.202 0.096
H -0.1428 -5.2364 0.5381 0.392 0.588 -0.665
```
Forces are in eV/Å.